a) C5H5ClFN | ωB97M-V/def2-TZVPD

Structure (ORCA input):
```
! wB97M-V def2-TZVPD RIJCOSX def2/J DEFGRID3
* xyz 0 1
C -1.1737 0.5526 -0.0469
C -0.2518 0.1929 1.1013
C -0.8654 0.5948 -1.3069
C 0.8967 -0.5959 0.5315
C 1.1736 -0.2645 -1.0533
N 0.3884 0.2331 -1.8597
F 2.3181 -0.6762 -1.5295
Cl -1.2281 -0.5452 2.4275
H -2.1446 0.8892 0.3491
H 0.1614 1.0312 1.7823
H -1.6831 0.6391 -2.0826
H 1.8011 -0.4336 1.1417
H 0.6074 -1.6174 0.5456
*
```

Calculated values
HOMO level   -0.35535 Eh
Structure (SMILES)   FC1=NC=C[C@@H](Cl)C1
LUMO energy   0.52 eV
Frontier orbital gap   10.186 eV

Here are the Mulliken charges for atoms 1 to 4, given in e: -0.329, 0.174, -0.373, -0.582

***

b) C5H5ClFN | ωB97M-V/def2-TZVPD

Structure (ORCA input):
```
! wB97M-V def2-TZVPD RIJCOSX def2/J DEFGRID3
* xyz 0 1
C 2.2980 -0.1652 -0.2912
C 1.1757 0.5500 0.1903
C -0.1005 0.1699 0.0254
C -1.2450 0.9637 0.5556
C -0.4233 -1.1063 -0.6746
N 3.2065 -0.7422 -0.6851
F 1.4784 1.6978 0.8360
Cl -0.9180 -2.3306 0.5506
H -1.8213 1.3792 -0.2715
H -0.9027 1.7779 1.1883
H -1.9052 0.3137 1.1275
H 0.4313 -1.5220 -1.2066
H -1.2738 -0.9859 -1.3449
*
```

Calculated values
HOMO level   -0.37297 Eh
Structure (SMILES)   C/C(CCl)=C(\F)C#N
LUMO energy   0.15 eV
Frontier orbital gap   10.300 eV

Here are the Mulliken charges for atoms 1 to 4, given in e: 0.075, 0.543, 0.403, -1.247

***

Q: Which of them is the least stable? A: a).

***

a) C16H24N2O3S2Zn | ωB97M-V/def2-TZVPD

Structure (ORCA input):
```
! wB97M-V def2-TZVPD RIJCOSX def2/J DEFGRID3
* xyz 2 1
C 3.3815 0.0673 4.3244
C 2.2950 1.1612 4.1502
C 2.4627 2.0108 2.8548
C 1.0563 2.4693 2.4131
C 1.0590 3.2491 1.0833
C 0.6800 2.4534 -0.1828
C -0.6414 1.5691 -0.0420
C -0.3390 0.2322 -0.5354
C -0.9738 -0.2836 -1.7586
O -1.8594 0.4687 -2.3890
C -3.2472 0.0680 -2.0328
C -3.8101 0.8269 -0.8336
C -0.6310 -1.5421 -2.2515
S -1.3000 -2.2359 -3.7794
C -1.5542 -4.0028 -3.4718
O -0.2394 -2.1314 -4.7351
O -2.4839 -1.5917 -4.2337
C 0.2825 -2.3420 -1.5868
C 0.9188 -1.9433 -0.3806
N 1.8026 -2.6376 0.3005
S 2.1685 -1.6739 1.5716
N 1.2356 -0.4085 1.2400
C 0.5761 -0.6482 0.1067
H 3.9492 0.2811 5.2332
H 4.0464 -0.0381 3.4620
H 2.9115 -0.9090 4.5021
H 1.3272 0.6421 4.0954
H 2.2164 1.8387 5.0031
H 2.9773 1.4308 2.0796
H 3.0882 2.8633 3.1386
H 0.7200 3.1635 3.1915
H 0.4214 1.5778 2.4166
H 2.0931 3.5853 0.9235
H 0.4668 4.1677 1.1373
H 1.5008 1.8239 -0.5446
H 0.4784 3.1697 -0.9864
H -1.4000 1.9738 -0.7133
H -1.0744 1.5669 0.9678
H -3.8967 0.1695 -2.9013
H -3.2688 -0.9999 -1.7821
H -4.8551 0.5204 -0.7308
H -3.2959 0.4880 0.0745
H -3.7199 1.9083 -0.9434
H -2.2042 -4.4579 -4.2515
H -1.9906 -4.0954 -2.4662
H -0.5702 -4.4775 -3.4221
H 0.5428 -3.3140 -2.0008
Zn -1.3027 -6.0139 -5.3142
*
```

Calculated values
HOMO level   -0.52394 Eh
LUMO energy   -12.05 eV
Frontier orbital gap   2.202 eV

Here are the Mulliken charges for atoms 1 to 4, given in e: -1.277, -0.509, -0.883, -0.483

***

b) C16H24N2O3S2Zn | ωB97M-V/def2-TZVPD

Structure (ORCA input):
```
! wB97M-V def2-TZVPD RIJCOSX def2/J DEFGRID3
* xyz 2 1
C 3.5585 0.2684 4.3960
C 2.3897 1.2538 4.2183
C 2.4522 2.0777 2.9192
C 1.0505 2.4790 2.4686
C 1.0311 3.1933 1.1168
C 0.6913 2.3733 -0.1299
C -0.6142 1.4632 0.0104
C -0.3358 0.1214 -0.4668
C -0.9887 -0.3707 -1.7057
O -1.8268 0.4263 -2.2989
C -3.2745 0.1183 -2.1228
C -3.8833 0.8361 -0.9444
C -0.6513 -1.6321 -2.2513
S -1.2986 -2.2303 -3.8223
C -1.6069 -3.9727 -3.5387
O -0.1997 -2.1480 -4.7359
O -2.5080 -1.5757 -4.1881
C 0.2466 -2.4554 -1.6157
C 0.8662 -2.0516 -0.3875
N 1.7315 -2.7495 0.3058
S 2.1236 -1.8271 1.5963
N 1.2310 -0.5532 1.2917
C 0.5615 -0.7771 0.1530
H 4.1557 0.5414 5.2582
H 4.1968 0.2077 3.5185
H 3.1878 -0.7317 4.6113
H 1.4631 0.6790 4.2114
H 2.3037 1.9349 5.0575
H 2.9720 1.5116 2.1473
H 3.0338 2.9693 3.1388
H 0.6744 3.1720 3.2161
H 0.4354 1.5830 2.4891
H 2.0412 3.5646 0.9425
H 0.3976 4.0737 1.1404
H 1.5295 1.7735 -0.4698
H 0.4692 3.0605 -0.9398
H -1.3753 1.8678 -0.6424
H -1.0108 1.4724 1.0276
H -3.7721 0.3597 -3.0497
H -3.3942 -0.9533 -1.9895
H -4.9506 0.6437 -0.9803
H -3.5223 0.4098 -0.0111
H -3.6915 1.9020 -0.9648
H -2.2632 -4.3532 -4.3342
H -2.0666 -4.0976 -2.5590
H -0.6490 -4.4812 -3.5103
H 0.5145 -3.4111 -2.0385
Zn -1.4250 -5.9659 -5.5374
*
```

Calculated values
HOMO level   -0.51692 Eh
LUMO energy   -11.93 eV
Frontier orbital gap   2.135 eV

Here are the Mulliken charges for atoms 1 to 4, given in e: -1.247, -0.555, -0.944, -0.495

***

Q: Which of them is the least stable? A: a).

***

a) C18H19F3N6ORuS2Se | ωB97M-V/def2-TZVPD

Structure (ORCA input):
```
! wB97M-V def2-TZVPD RIJCOSX def2/J DEFGRID3
* xyz -1 6
Ru 0.1456 -0.0485 -0.6819
N 1.2901 1.0081 -4.8089
C 0.9060 0.9135 -3.4769
S 0.7741 -0.7258 -2.8308
N 0.7144 1.9943 -2.8115
N 0.3997 1.7679 -1.4974
C 0.1484 2.8031 -0.6974
C -0.1805 2.5402 0.6379
C -0.5200 3.5362 1.5879
C -0.9038 3.1722 2.8465
C -0.9597 1.8048 3.1974
C -0.5913 0.8792 2.2473
N -0.1949 1.2135 1.0196
H 1.0681 0.1929 -5.3562
H 1.0206 1.8786 -5.2411
H 0.1951 3.8092 -1.0953
H -0.4790 4.5769 1.2925
H -1.1697 3.9308 3.5725
H -1.2698 1.4809 4.1798
H -0.5985 -0.1845 2.4579
F 3.1977 -2.7918 4.1078
C 3.0478 -1.5039 3.7460
F 1.8419 -1.1203 4.1817
F 3.9710 -0.8104 4.4452
C 3.2132 -1.3332 2.2574
C 3.6362 -2.4155 1.5036
C 3.7795 -2.2594 0.1377
C 3.4066 -1.0494 -0.4360
N 2.9699 -0.0163 0.2658
C 2.9479 -0.1097 1.6072
S 2.6447 1.3455 2.4856
H 3.8231 -3.3680 1.9757
H 4.1105 -3.0784 -0.4851
H 3.4074 -0.9229 -1.5123
Se 0.6854 -4.5920 1.3918
C 0.4816 -2.9550 0.7009
N 0.3493 -1.8836 0.2708
C -3.8875 0.7903 -1.7190
C -3.0290 -0.4202 -1.3361
C -2.6808 -1.2138 -2.5929
C -3.8047 -1.3191 -0.3668
O -1.8984 0.0552 -0.6651
H -4.8122 0.4871 -2.2191
H -3.3211 1.4412 -2.3881
H -4.1386 1.3597 -0.8224
H -3.5871 -1.6229 -3.0492
H -2.0108 -2.0392 -2.3459
H -2.1747 -0.5788 -3.3212
H -4.7451 -1.6675 -0.8044
H -4.0222 -0.7650 0.5479
H -3.1963 -2.1863 -0.1034
*
```

Calculated values
HOMO level (alpha / beta)   -0.10469 / -0.17855 Eh
LUMO energy (alpha / beta)   2.73 / 0.07 eV
Frontier orbital gap (alpha / beta)   5.582 / 4.925 eV

Here are the Mulliken charges for atoms 1 to 4, given in e: 0.813, -0.560, 0.615, -0.524

***

b) C18H19F3N6ORuS2Se | ωB97M-V/def2-TZVPD

Structure (ORCA input):
```
! wB97M-V def2-TZVPD RIJCOSX def2/J DEFGRID3
* xyz -1 6
Ru -0.1171 -0.3659 0.2046
N -4.1453 -0.6708 2.2579
C -2.8331 -0.8333 1.8852
S -2.5149 -1.4763 0.3378
N -1.9569 -0.4545 2.7946
N -0.6790 -0.6297 2.3708
C 0.2391 -0.5292 3.2651
C 1.6092 -0.7831 2.8558
C 2.6587 -0.8981 3.7636
C 3.8976 -1.2667 3.2736
C 4.0534 -1.5085 1.9162
C 2.9663 -1.3334 1.0700
N 1.7779 -0.9702 1.5352
H -4.8197 -1.1810 1.7157
H -4.3082 -0.6107 3.2503
H -0.0102 -0.3119 4.2999
H 2.5013 -0.7223 4.8167
H 4.7364 -1.3735 3.9475
H 5.0030 -1.8059 1.4985
H 3.0234 -1.4752 -0.0009
F 1.8344 -3.8463 -3.7947
C 0.5674 -3.6132 -4.1565
F 0.5288 -3.7500 -5.5062
F -0.1768 -4.6288 -3.6686
C 0.0586 -2.2693 -3.7239
C -0.4559 -1.3945 -4.6580
C -0.9366 -0.1473 -4.2687
C -0.8663 0.1701 -2.9290
N -0.3763 -0.6704 -2.0387
C 0.0917 -1.8868 -2.3601
S 0.6515 -2.8037 -1.0229
H -0.4672 -1.6817 -5.6990
H -1.3299 0.5553 -4.9854
H -1.1872 1.1228 -2.5175
Se 2.2370 1.3047 -0.8867
C 2.5603 0.4561 -2.4890
N 2.7626 -0.0729 -3.4962
C -0.0943 2.8796 1.7518
C -1.1381 2.6687 0.6608
C -0.9271 3.6534 -0.4915
C -2.5505 2.7969 1.2364
O -1.0187 1.3795 0.1167
H -0.1383 3.9048 2.1284
H 0.9126 2.7083 1.3661
H -0.2783 2.2070 2.5893
H -0.9781 4.6879 -0.1445
H -1.7046 3.5108 -1.2410
H 0.0428 3.4781 -0.9559
H -2.7284 3.8081 1.6104
H -2.6916 2.0935 2.0534
H -3.2855 2.5798 0.4626
*
```

Calculated values
HOMO level (alpha / beta)   -0.15643 / -0.17221 Eh
LUMO energy (alpha / beta)   2.01 / 1.58 eV
Frontier orbital gap (alpha / beta)   6.271 / 6.263 eV

Here are the Mulliken charges for atoms 1 to 4, given in e: 0.513, -0.450, 0.599, -0.447

***

Q: Which of them is the least stable? A: a).

***

a) C9H12NO2 | ωB97M-V/def2-TZVPD

Structure (ORCA input):
```
! wB97M-V def2-TZVPD RIJCOSX def2/J DEFGRID3
* xyz 1 1
C -1.4538 -0.3599 -1.6000
C -0.3198 1.7875 -1.5869
C 0.7519 1.4366 0.8970
C -0.8123 -0.2189 -0.2307
C 1.2337 0.2353 0.0854
C -0.0807 1.5022 2.0770
C 0.0690 1.0913 -0.3804
C -0.5164 0.3554 2.8942
C 0.4348 -1.8297 1.3438
N 0.4245 -0.9514 0.1660
O -1.2165 0.9553 -2.2373
O 0.4588 1.0200 3.3282
H -0.8926 -1.0761 -2.1845
H -2.4835 -0.5963 -1.6212
H -0.7570 2.7113 -1.4628
H 0.5950 1.9776 -2.3552
H 1.2921 2.3720 0.9446
H -1.3471 -0.3360 0.6777
H 2.1943 0.0893 -0.2908
H -0.4895 2.3958 2.2526
H 0.3909 -1.0824 2.1750
H -0.4160 -2.4467 1.4853
H 1.1510 -2.6214 1.4641
H 0.4513 -1.6525 -0.6143
*
```

Calculated values
HOMO level   -0.49116 Eh
LUMO energy   -3.38 eV
Frontier orbital gap   9.981 eV

Here are the Mulliken charges for atoms 1 to 4, given in e: -0.550, -0.414, -0.421, -0.321

***

b) C9H12NO2 | ωB97M-V/def2-TZVPD

Structure (ORCA input):
```
! wB97M-V def2-TZVPD RIJCOSX def2/J DEFGRID3
* xyz 1 1
C 1.2747 -0.6193 0.2465
C 2.2387 0.2585 0.0064
C 0.5012 -1.4994 1.1083
C 0.1963 -1.7202 2.3690
C -1.6961 0.2789 -0.1865
C 2.9333 1.0014 -1.0370
C 3.1961 1.2397 0.4043
C 0.2966 -1.4847 -0.3075
C -3.9024 1.0543 -0.7797
N -0.0857 -2.1829 -1.3496
O -1.5510 1.3023 0.6718
O -2.7376 0.2408 -0.9695
H -0.5146 -2.4097 2.6908
H 0.7887 -1.1661 3.2191
H 3.7743 0.5830 -1.4680
H 2.3720 1.6595 -1.6081
H 2.6784 1.9940 0.9442
H 4.2188 1.0917 0.7811
H -4.7043 0.8539 -1.4325
H -3.4924 2.0047 -0.9471
H -4.4352 0.9234 0.1060
H -0.7325 1.3628 1.1172
H -0.7749 -2.8892 -1.2533
H 0.1574 -1.8773 -2.3259
*
```

Calculated values
HOMO level   -0.45559 Eh
LUMO energy   -5.00 eV
Frontier orbital gap   7.396 eV

Here are the Mulliken charges for atoms 1 to 4, given in e: -0.032, 0.604, 0.249, -0.847

***

Q: Which of them is the least stable? A: a).